Record 1
Molecular formula: C21H24F9O11S2
Method: DFT, the ωB97M-V functional and the def2-TZVPD basis

Computed properties:
calculated total energy = -3337.34958 hartree
LUMO level = 1.35 eV

```
! wB97M-V def2-TZVPD RIJCOSX def2/J DEFGRID3
* xyz -1 1
S -6.27555 0.69630 0.44162
S 0.83637 -0.55315 -1.05503
F -5.48457 3.61112 -0.47670
F -6.58548 0.30788 1.97032
F -5.98751 0.96130 -1.09495
F -7.35192 1.84999 0.54551
F -3.85801 1.05576 1.41664
F -7.44836 -0.29725 0.01092
F -5.28101 -0.55991 0.40467
F -5.30724 2.39607 2.17364
F -3.82495 3.87286 0.88471
O 5.54932 1.95342 2.04385
O 1.69730 -1.38806 -1.86019
O 4.47637 -2.32042 0.84403
O -1.21344 0.96819 0.37858
O -7.25821 -3.58798 -1.10833
O 4.03415 -4.81303 -0.87766
O -0.15982 0.05714 -1.91501
O 6.04374 1.87181 -0.13233
O 0.98677 4.75316 2.30404
O 7.82372 -4.37896 0.63566
O -0.75809 5.65088 0.21629
C 1.65262 2.93114 0.87044
C -0.05159 -1.62188 0.09493
C 5.28448 -5.48482 -0.76414
C -1.05877 3.30601 -0.15700
C 3.10435 0.78657 -0.03227
C -3.38527 2.54600 -0.98907
C 1.70782 0.77040 -0.21705
C -2.22289 3.54578 -1.10124
C 1.00121 1.86485 0.26997
C -4.44733 2.95193 0.06998
C -0.51766 1.93718 0.16822
C 3.73059 1.85403 0.58594
C -4.86995 1.81149 1.03944
C 5.25925 1.90184 0.83661
C 0.78191 4.09034 1.31444
C -0.42437 4.32523 0.40832
C 3.63645 -1.59829 0.35124
C 3.99665 -0.36125 -0.48498
C -8.34327 -3.44476 -2.01579
C 7.69107 -3.11275 1.28837
C 3.01564 2.95091 1.03858
H -1.62275 5.76126 0.63568
H -1.81840 3.43177 -2.12031
H -1.10130 -1.62201 -0.21205
H 3.85316 -0.61111 -1.54349
H 6.83050 -3.12033 1.95871
H 5.06358 -0.17469 -0.34432
H 5.37723 -5.93823 0.22717
H -8.24913 -2.51040 -2.57613
H -0.01560 -1.20295 1.10506
H -8.31976 -4.28111 -2.71058
H 8.59776 -2.88310 1.85486
H 3.52420 3.78735 1.50607
H -7.29298 -2.84172 -0.50284
H 6.10222 -4.78570 -0.92424
H 4.02073 -4.12972 -0.19893
H -3.93036 2.59494 -1.94447
H -9.29450 -3.45366 -1.47604
H 2.56548 -1.86467 0.50265
H -2.56259 4.58268 -1.05617
H 5.32366 -6.26681 -1.52187
H 7.95365 -5.04000 1.32000
H -3.08218 1.50263 -0.87557
H 0.34123 -2.64117 0.04219
H 7.54164 -2.35029 0.52942
*
```

=====

Record 2
Molecular formula: C21H24FMnO
Method: DFT, the ωB97M-V functional and the def2-TZVPD basis

Computed properties:
calculated total energy = -2140.32953 hartree
LUMO level (spin up / spin down) = 2.16 / 2.49 eV

```
! wB97M-V def2-TZVPD RIJCOSX def2/J DEFGRID3
* xyz -1 4
Mn -0.31255 0.32574 -0.08995
F 3.49466 5.24883 -2.64092
O 2.54998 -0.42216 -1.68216
C 1.05877 2.32627 -1.01383
C 1.42912 4.65547 -1.63555
C -0.94332 1.57032 1.50252
C 0.25416 -4.61990 0.83387
C -0.48103 0.07751 -2.18358
C 2.31911 -3.87679 2.38370
C -0.70341 -1.19227 -1.55179
C 3.16881 2.97365 -2.02893
C -1.80303 -1.05511 -0.65573
C 3.13533 -1.49391 -1.64752
C 2.68630 4.28460 -2.09760
C 0.87550 0.11755 1.68007
C -1.49222 0.99294 -1.73005
C 2.34510 -3.76718 0.01387
C 2.29297 2.05630 -1.45263
C 0.61440 3.63000 -1.09030
C -2.32845 0.29489 -0.78893
C -1.43828 0.21437 1.70009
C -0.30562 -0.65490 1.81784
C 1.77610 -4.49328 1.06639
C 0.49529 1.49164 1.50313
H 0.16577 -4.56798 -0.27368
H 0.24784 0.28738 -2.94594
H 4.24762 -2.00143 -1.46486
H 1.07801 5.68604 -1.68605
H -2.22605 -1.86051 -0.03289
H 2.96369 -3.05447 2.04163
H -0.34928 -1.71902 2.10024
H 2.63944 0.88768 -1.39498
H -0.17171 -3.72895 1.32819
H 2.92773 -2.31841 -2.48376
H 1.90396 -0.26035 1.78161
H 1.16025 2.34245 1.50574
H -0.36395 3.88819 -0.71540
H 1.85653 -3.77923 -1.10932
H -0.33424 -5.47597 1.15472
H -2.47345 -0.05870 1.83992
H 1.44744 -3.51933 2.94300
H -3.23512 0.68391 -0.35559
H -1.66113 2.01008 -2.09784
H 2.89419 -4.46998 3.07813
H 4.13931 2.66053 -2.38664
H 3.46375 -3.36503 0.13282
H -1.54666 2.47203 1.45463
H -0.19830 -2.11954 -1.81649
*
```

=====

Record 3
Molecular formula: C21H24FN3O4S
Method: DFT, the ωB97M-V functional and the def2-TZVPD basis

Computed properties:
calculated total energy = -1777.89731 hartree
LUMO level = 0.40 eV
SMILES = O=C(c1cccc(S(=O)(=O)N2CCOCC2)c1)N1CCN(c2ccc(F)cc2)CC1
energy relative to the best compared isomer or geometry (same formula, charge and spin) = 48.18 kcal/mol

```
! wB97M-V def2-TZVPD RIJCOSX def2/J DEFGRID3
* xyz 0 1
S 3.36498 -0.64512 2.43327
F -1.03049 -2.07407 -6.16320
O -0.13117 -0.90352 5.16767
O 3.93755 0.66282 2.52086
O 4.19438 -1.79797 2.60353
O 1.17386 1.85584 -2.57273
N -0.39293 2.07636 -0.95997
N 2.17890 -0.72714 3.60757
N -2.57832 1.15129 -1.95304
C 0.54677 0.32419 5.03300
C -2.15259 0.36189 -3.01719
C -1.09317 3.11218 -1.69286
C 1.17488 0.23322 -0.84352
C 1.27809 0.39671 3.68981
C -1.40397 -1.27474 -5.13794
C -1.53649 0.89400 -4.15355
C -1.21085 1.48249 0.06854
C -2.51238 2.59221 -2.03296
C -2.37245 0.69148 -0.59557
C 1.94308 0.34832 0.31009
C 1.47071 -2.15764 -0.79749
C 2.45728 -0.79231 0.89301
C -2.40798 -1.01507 -2.99355
C 1.50817 -1.99694 3.75692
C 0.76490 -1.98932 5.09575
C -1.16276 0.08331 -5.20790
C -2.03118 -1.83297 -4.03961
C 0.65713 1.45095 -1.55219
C 2.22657 -2.04548 0.35880
C 0.94812 -1.02276 -1.39683
H -0.50505 3.32228 -2.58728
H 0.16189 -2.89117 5.21002
H -2.82741 2.91935 -3.02301
H 0.53719 0.37042 2.87294
H -3.29439 0.83131 -0.01890
H -1.14695 4.01909 -1.08273
H -2.12615 -0.36879 -0.60471
H -0.21357 1.10339 5.10462
H 2.16979 1.30997 0.74384
H -2.92856 -1.45453 -2.15680
H -0.61189 0.82369 0.69620
H -3.23444 2.97970 -1.30664
H 2.66380 -2.90544 0.84065
H 2.27145 -2.77376 3.73548
H -2.22901 -2.89299 -4.01368
H 1.27696 0.44191 5.84570
H 0.36748 -1.10356 -2.30418
H -0.67417 0.49880 -6.07440
H -1.31865 1.94550 -4.22553
H 1.87750 1.30312 3.61424
H 0.78662 -2.16169 2.93978
H -1.60147 2.29416 0.68965
H 1.49706 -1.92571 5.91272
H 1.29335 -3.12727 -1.23669
*
```

=====

Record 4
Molecular formula: C21H24FN3OS
Method: DFT, the ωB97M-V functional and the def2-TZVPD basis

Computed properties:
calculated total energy = -1552.17409 hartree
LUMO level = 0.74 eV
SMILES = Cn1cc(CN2CCC([C@@H](O)c3cccs3)CC2)c(-c2ccccc2F)n1
energy relative to the best compared isomer or geometry (same formula, charge and spin) = 44.07 kcal/mol

```
! wB97M-V def2-TZVPD RIJCOSX def2/J DEFGRID3
* xyz 0 1
S 6.15108 -0.36735 1.10864
F -3.62585 1.64605 1.89479
O 4.33303 -0.86973 -2.22065
N 0.13134 -0.10772 0.64689
N -4.02618 -1.94192 0.14789
N -3.07389 -2.78666 0.51241
C -5.12679 0.44734 -1.17950
C -4.31984 0.45440 -0.04261
C -5.85448 2.69130 -0.74153
C -1.21419 0.31301 0.99784
C 4.14329 -0.65054 -0.83954
C 7.09606 1.06907 1.11352
C 0.29146 -0.24606 -0.78817
C 2.76933 -0.00733 -0.55345
C -2.18803 -0.79095 0.75651
C 1.64137 -0.87876 -1.10198
C -4.33305 1.60521 0.74084
C -3.30656 -4.20120 0.49262
C -5.88334 1.54982 -1.52654
C -5.08028 2.71802 0.40473
C 1.14448 0.77936 1.18178
C 2.53550 0.19877 0.94110
C 6.73874 1.91521 0.11620
C 5.24773 0.18343 -0.25981
C -1.94950 -2.14286 0.88446
C -3.52186 -0.71936 0.29278
C 5.67877 1.40882 -0.66933
H -0.51268 -0.88258 -1.16463
H 0.97638 0.88618 2.25646
H 4.33615 -0.01661 -2.66942
H -6.49784 1.52160 -2.41378
H 1.75294 -1.01157 -2.17883
H -5.14454 -0.44717 -1.78213
H 3.28427 0.87372 1.35957
H 5.26017 1.94530 -1.50358
H 4.17177 -1.64936 -0.39140
H 2.74267 0.96956 -1.05429
H -1.22340 0.57434 2.06097
H 7.85846 1.19525 1.85587
H -6.44015 3.55634 -1.01300
H 7.20738 2.86722 -0.05799
H 0.21256 0.73569 -1.29542
H -1.06749 -2.66113 1.19860
H -1.52275 1.21141 0.43221
H -5.05434 3.58376 1.04822
H -4.31182 -4.36600 0.11055
H 1.08396 1.78650 0.72568
H -2.58351 -4.70026 -0.15536
H 2.61249 -0.76184 1.45280
H -3.22888 -4.61888 1.49843
H 1.68988 -1.86089 -0.62939
*
```

=====

Look up the calculated total energy of the second one.
-2140.32953 hartree